*1*
Computed, not measured: an isolated molecule of C4H14OSi2, with ωB97M-V/def2-TZVPD.

Each line ends with the Löwdin charge.
CARTESIAN COORDINATES (ANGSTROEM)
C  -1.141  2.969  1.239  -0.17
C  1.864  -1.234  1.166  -0.23
C  1.366  -1.614  -1.731  -0.26
C  -1.975  -0.443  -0.303  -0.24
O  -0.678  1.675  0.984  -0.35
Si  1.515  -0.257  -0.424  0.48
Si  -0.534  0.839  -0.451  0.44
H  -0.547  3.653  1.727  0.05
H  -2.100  2.835  1.744  0.09
H  -1.415  3.510  0.268  0.10
H  0.981  -1.829  1.210  0.01
H  2.859  -1.651  1.142  0.03
H  1.675  -0.590  1.991  0.01
H  0.589  -2.264  -1.286  0.03
H  1.331  -1.115  -2.707  0.03
H  2.391  -1.987  -1.592  0.02
H  -1.748  -0.874  0.721  0.03
H  -2.974  0.079  -0.168  0.04
H  -2.082  -1.227  -1.062  0.01
H  2.529  0.844  -0.792  -0.04
H  -0.847  1.454  -1.652  -0.06

## Properties
Spin multiplicity: 1
Charge: 0
HOMO-LUMO gap (eV): 9.9
Lowest unoccupied orbital energy (eV): 0.96



*2*
Computed, not measured: a cluster of 2 separate species, C4H14OSi2 in total, with ωB97M-V/def2-TZVPD.

Each line ends with the Löwdin charge.
CARTESIAN COORDINATES (ANGSTROEM)
C  2.090  0.607  -1.524  -0.19
C  -2.141  1.334  -1.427  -0.27
C  -2.000  -1.259  0.076  -0.34
C  1.892  -1.248  2.246  -0.26
O  1.869  -0.222  -0.424  -0.41
Si  -1.926  0.631  0.289  0.63
Si  1.317  0.255  1.164  0.63
H  1.133  0.667  -2.030  0.07
H  2.825  0.166  -2.076  0.05
H  2.314  1.671  -1.261  0.09
H  -1.554  2.253  -1.412  0.02
H  -1.857  0.693  -2.178  -0.01
H  -3.126  1.610  -1.684  0.01
H  -2.878  -1.673  -0.447  0.02
H  -1.096  -1.619  -0.519  0.04
H  -2.131  -1.745  1.026  -0.01
H  1.778  -2.213  1.680  0.04
H  3.004  -1.165  2.379  0.03
H  1.419  -1.145  3.241  0.01
H  -2.974  0.925  1.281  -0.08
H  2.040  1.480  1.600  -0.07

## Properties
Spin multiplicity: 1
Charge: 0
HOMO-LUMO gap (eV): 7.3
Lowest unoccupied orbital energy (eV): -0.16



*1* comes first in stability; the runner-up is 1.762 eV higher.



*1*
Computed, not measured: an isolated molecule of C11H8N2O, with ωB97M-V/def2-TZVPD.

Each line ends with the Löwdin charge.
CARTESIAN COORDINATES (ANGSTROEM)
C  1.788  -2.343  0.116  -0.08
C  -1.367  0.661  2.634  -0.08
C  -0.324  -0.118  3.103  -0.06
C  -1.690  0.771  1.280  -0.04
C  0.507  -0.737  2.176  -0.02
C  -0.836  0.273  0.356  -0.15
C  0.279  -0.488  0.854  -0.10
C  -0.930  0.590  -1.074  0.03
C  0.005  0.266  -1.992  -0.29
C  1.185  -0.963  -0.243  -0.34
C  0.138  0.771  -3.401  -0.05
N  2.192  -3.300  0.614  0.16
N  1.088  -0.582  -1.598  0.03
O  2.117  0.013  -0.769  0.06
H  -1.961  1.271  3.342  0.12
H  0.088  -0.070  4.151  0.13
H  -2.523  1.462  1.093  0.12
H  1.425  -1.267  2.302  0.11
H  -1.760  1.183  -1.530  0.14
H  -0.178  1.815  -3.520  0.06
H  -0.544  0.094  -4.096  0.11
H  1.301  0.700  -3.800  0.14

## Properties
Spin multiplicity: 1
Charge: 0
HOMO-LUMO gap (eV): 8.7
Lowest unoccupied orbital energy (eV): -0.15



*2*
Computed, not measured: an isolated molecule of C11H8N2O, with ωB97M-V/def2-TZVPD.

Each line ends with the Löwdin charge.
CARTESIAN COORDINATES (ANGSTROEM)
C  3.303  -1.228  -0.380  -0.13
C  -1.577  -2.539  0.129  -0.09
C  -0.360  -3.197  0.238  -0.08
C  -1.570  -1.198  0.066  -0.04
C  0.863  -2.587  0.135  -0.02
C  -0.355  -0.471  0.039  -0.13
C  0.874  -1.192  0.033  -0.07
C  -0.191  0.947  -0.087  0.01
C  0.980  1.569  0.024  -0.22
C  2.198  -0.471  0.092  -0.29
C  1.170  3.127  -0.253  -0.01
N  4.219  -1.850  -0.652  0.21
N  2.224  0.934  0.202  -0.02
O  2.587  0.270  1.392  0.06
H  -2.571  -2.884  0.308  0.11
H  -0.494  -4.345  0.300  0.14
H  -2.495  -0.688  -0.205  0.12
H  1.729  -3.206  0.049  0.11
H  -0.989  1.629  -0.324  0.12
H  2.112  3.119  -0.740  0.05
H  1.237  3.797  0.601  0.07
H  0.298  3.565  -0.858  0.10

## Properties
Spin multiplicity: 1
Charge: 0
HOMO-LUMO gap (eV): 8.6
Lowest unoccupied orbital energy (eV): -0.29



*1* comes first in stability; the runner-up is 0.212 eV higher.



*1*
Computed, not measured: a cluster of 2 separate species, NO5S in total, with ωB97M-V/def2-TZVPD.

Each line ends with the Löwdin charge.
CARTESIAN COORDINATES (ANGSTROEM)
N  -1.862  -0.084  -0.054  -0.29
O  1.973  -0.932  -1.025  -0.39
O  -1.967  1.048  -0.563  -0.08
O  -2.739  -0.776  0.409  -0.06
O  1.218  1.296  -0.217  -0.37
O  1.939  -0.445  1.377  -0.37
S  1.438  -0.108  0.073  0.55

## Properties
Spin multiplicity: 1
Charge: -1
HOMO-LUMO gap (spin up / spin down) (eV): 8.4 / 5.1
Lowest unoccupied orbital energy (spin up / spin down) (eV): 2.95 / 1.66



*2*
Computed, not measured: the ion NO5S with charge -1, with ωB97M-V/def2-TZVPD.

Each line ends with the Löwdin charge.
CARTESIAN COORDINATES (ANGSTROEM)
N  -1.296  -0.036  -0.042  -0.53
O  -1.152  0.994  -0.685  -0.03
O  1.212  1.038  0.779  -0.48
O  -2.375  -0.413  0.405  0.00
O  2.421  -0.878  -0.232  -0.50
O  -0.233  -0.877  0.141  -0.22
S  1.423  0.173  -0.366  0.76

## Properties
Spin multiplicity: 1
Charge: -1
HOMO-LUMO gap (eV): 9.4
Lowest unoccupied orbital energy (eV): 3.97



*2* comes first in stability; the runner-up is 0.755 eV higher.



*1*
Computed, not measured: a cluster of 3 separate species, C5H17NO2 in total, with ωB97M-V/def2-TZVPD.

Each line ends with the Löwdin charge.
CARTESIAN COORDINATES (ANGSTROEM)
C  -1.002  -0.586  -1.608  -0.20
C  -1.961  0.426  -0.953  -0.11
C  0.446  0.018  -1.235  -0.24
N  0.835  -0.023  0.164  -0.12
C  1.581  1.178  0.523  -0.29
C  0.829  2.508  0.743  -0.11
H  -1.177  -0.977  -2.645  0.12
H  -0.998  -1.524  -1.086  0.05
H  -2.836  -0.089  -0.617  0.06
H  -1.433  0.905  -0.156  0.03
H  -2.229  1.326  -1.576  0.09
H  1.174  -0.824  -1.691  0.14
H  0.594  0.987  -1.689  0.10
H  0.119  -0.277  0.804  0.06
H  2.340  1.312  -0.266  0.12
H  2.034  0.974  1.511  0.11
H  1.636  3.264  0.801  0.08
H  0.077  2.509  1.579  0.09
H  0.148  2.695  -0.120  0.06
H  1.384  -1.832  1.145  0.00
H  1.150  -3.426  0.648  0.08
O  1.239  -2.756  1.382  -0.09
H  -1.714  -2.164  0.760  0.03
H  -0.656  -1.827  1.931  0.00
O  -1.579  -1.796  1.650  -0.07

## Properties
Spin multiplicity: 1
Charge: 0
HOMO-LUMO gap (eV): 9.6
Lowest unoccupied orbital energy (eV): 0.75



*2*
Computed, not measured: a cluster of 3 separate species, C5H17NO2 in total, with ωB97M-V/def2-TZVPD.

Each line ends with the Löwdin charge.
CARTESIAN COORDINATES (ANGSTROEM)
C  2.019  -0.410  -2.399  -0.09
C  0.770  -0.323  -1.548  -0.27
N  1.038  0.303  -0.240  -0.08
C  0.000  -1.476  1.260  -0.07
C  0.046  0.012  0.808  -0.46
C  0.276  0.927  1.974  -0.07
H  2.946  -0.523  -1.844  0.07
H  1.934  -1.329  -2.983  0.07
H  2.152  0.435  -3.077  0.08
H  0.279  -1.303  -1.463  0.10
H  0.009  0.366  -1.953  0.11
H  1.983  0.089  0.055  0.11
H  0.891  -2.031  1.545  0.09
H  -0.436  -2.014  0.419  0.05
H  -0.691  -1.552  2.106  0.08
H  -0.901  0.139  0.263  0.12
H  -0.589  0.849  2.624  0.08
H  0.618  1.932  1.761  0.07
H  1.041  0.574  2.691  0.09
H  -1.247  2.354  -0.304  0.03
H  0.194  2.469  -0.265  0.01
O  -0.584  3.062  -0.255  -0.08
H  -2.181  -1.695  0.695  -0.02
H  -3.586  -1.313  0.380  0.04
O  -2.995  -2.068  0.318  -0.06

## Properties
Spin multiplicity: 1
Charge: 0
HOMO-LUMO gap (eV): 9.8
Lowest unoccupied orbital energy (eV): 0.64



*2* comes first in stability; the runner-up is 0.776 eV higher.



*1*
Computed, not measured: a cluster of 3 separate species, C5H17NO2 in total, with ωB97M-V/def2-TZVPD.

Each line ends with the Löwdin charge.
CARTESIAN COORDINATES (ANGSTROEM)
C  -1.655  0.390  -1.001  -0.27
C  -1.196  1.073  0.263  -0.18
C  0.303  0.787  0.601  -0.42
C  0.554  1.181  2.063  -0.07
C  1.275  1.417  -0.377  -0.07
N  -1.530  -1.066  -0.931  0.00
H  -2.662  0.678  -1.287  0.10
H  -1.024  0.723  -1.792  0.10
H  -1.750  0.777  1.141  0.10
H  -1.330  2.149  0.239  0.11
H  0.346  -0.299  0.514  0.09
H  -0.081  2.051  2.273  0.08
H  0.216  0.416  2.756  0.07
H  1.599  1.433  2.212  0.07
H  2.049  1.984  0.123  0.07
H  1.794  0.672  -0.997  0.06
H  0.869  2.036  -1.186  0.08
H  -1.951  -1.524  -0.134  0.07
H  -1.868  -1.500  -1.774  0.07
H  0.397  -2.279  1.789  0.02
H  -0.425  -2.558  0.532  -0.01
O  0.115  -2.991  1.206  -0.06
H  1.601  -2.414  -2.449  0.04
H  2.287  -1.571  -1.420  0.03
O  2.066  -1.565  -2.363  -0.07

## Properties
Spin multiplicity: 1
Charge: 0
HOMO-LUMO gap (eV): 10.2
Lowest unoccupied orbital energy (eV): 0.76



*2*
Computed, not measured: a cluster of 3 separate species, C5H17NO2 in total, with ωB97M-V/def2-TZVPD.

Each line ends with the Löwdin charge.
CARTESIAN COORDINATES (ANGSTROEM)
C  0.907  1.162  0.166  -0.12
N  1.388  -0.115  -0.341  -0.24
C  0.432  -0.657  -1.293  -0.11
C  0.450  -1.381  1.677  -0.05
C  1.707  -0.950  0.806  -0.39
C  2.491  -2.269  0.421  -0.04
H  1.736  1.766  0.620  0.09
H  0.367  1.697  -0.609  0.08
H  0.449  1.184  1.174  0.08
H  0.791  -1.647  -1.619  0.08
H  0.390  -0.091  -2.219  0.08
H  -0.581  -0.878  -0.956  0.07
H  0.574  -2.414  1.974  0.05
H  -0.421  -1.233  1.042  0.06
H  0.281  -0.782  2.568  0.06
H  2.423  -0.384  1.412  0.12
H  2.374  -2.419  -0.660  0.06
H  3.526  -2.108  0.674  0.06
H  2.025  -3.160  0.828  0.06
H  -4.073  1.170  -2.322  0.06
H  -3.088  2.397  -2.306  0.03
O  -3.282  1.565  -1.909  -0.05
H  -3.230  2.138  1.370  0.05
H  -2.826  1.259  0.261  0.00
O  -2.500  2.029  0.721  -0.08

## Properties
Spin multiplicity: 1
Charge: 0
HOMO-LUMO gap (eV): 8.7
Lowest unoccupied orbital energy (eV): 0.58



*3*
Computed, not measured: a cluster of 3 separate species, C5H17NO2 in total, with ωB97M-V/def2-TZVPD.

Each line ends with the Löwdin charge.
CARTESIAN COORDINATES (ANGSTROEM)
C  -0.290  -0.483  0.590  -0.23
C  -0.176  0.795  -0.253  -0.12
C  0.890  -0.833  1.516  -0.24
N  2.055  -1.438  0.870  -0.25
C  2.853  -0.441  0.188  -0.12
C  2.875  -2.116  1.835  -0.13
H  -0.397  -1.274  -0.163  0.11
H  -1.135  -0.533  1.257  0.09
H  0.161  1.623  0.378  0.07
H  0.293  0.605  -1.208  0.06
H  -1.175  1.188  -0.441  0.06
H  0.494  -1.588  2.189  0.10
H  1.123  0.037  2.155  0.12
H  3.395  0.275  0.834  0.09
H  2.261  0.257  -0.409  0.06
H  3.540  -0.909  -0.513  0.09
H  3.741  -1.540  2.177  0.08
H  2.348  -2.400  2.745  0.08
H  3.228  -3.074  1.471  0.08
H  -5.665  1.289  0.073  0.03
H  -6.052  1.263  -1.375  0.03
O  -6.348  1.612  -0.524  -0.06
H  -3.292  2.794  -3.928  0.03
H  -1.999  2.635  -4.975  0.03
O  -2.728  2.255  -4.489  -0.06

## Properties
Spin multiplicity: 1
Charge: 0
HOMO-LUMO gap (eV): 9.1
Lowest unoccupied orbital energy (eV): 0.44



*1* comes first in stability; the runner-up is 1.039 eV higher.



*1*
Computed, not measured: a structure of composition CH3ClN2O2, with ωB97M-V/def2-TZVPD.

Each line ends with the Löwdin charge.
CARTESIAN COORDINATES (ANGSTROEM)
C  1.136  0.417  0.413  0.10
N  -0.760  -1.880  -0.275  -0.35
N  0.019  1.081  0.016  -0.46
O  -0.031  1.806  -0.979  -0.02
O  -1.085  0.819  0.768  -0.25
Cl  -2.053  -0.958  0.044  0.83
H  1.151  -0.102  1.367  0.07
H  2.196  0.472  -0.165  0.15
H  -0.573  -1.655  -1.192  -0.07

## Properties
Spin multiplicity: 1
Charge: 0
HOMO-LUMO gap (spin up / spin down) (eV): 8.2 / 7.2
Lowest unoccupied orbital energy (spin up / spin down) (eV): -1.56 / -2.22



*2*
Computed, not measured: a cluster of 2 separate species, CH3ClN2O2 in total, with ωB97M-V/def2-TZVPD.

Each line ends with the Löwdin charge.
CARTESIAN COORDINATES (ANGSTROEM)
C  -1.124  -1.354  -0.692  -0.46
N  -0.337  -2.206  -0.673  0.20
N  0.787  0.913  0.832  -0.45
O  -1.874  -0.492  -0.947  0.13
O  0.088  2.093  0.440  -0.23
Cl  2.242  0.887  -0.189  0.49
H  1.092  1.286  1.726  0.05
H  -0.293  -3.086  -0.133  0.12
H  -0.580  1.958  -0.364  0.15

## Properties
Spin multiplicity: 1
Charge: 0
HOMO-LUMO gap (eV): 10.7
Lowest unoccupied orbital energy (eV): 0.65



*2* comes first in stability; the runner-up is 5.540 eV higher.